DFT (the ωB97M-V functional and the def2-TZVPD basis) results for a cluster of 9 separate species, C32H86N6O9 in total.

Atoms and positions in Å:
C: 0.715 3.413 -6.962
C: 1.165 2.067 -6.317
C: 0.923 0.934 -7.303
C: 2.685 2.142 -6.131
C: 3.041 2.997 -4.912
C: 2.491 2.283 -3.693
C: 0.961 2.143 -3.712
C: 0.587 0.999 -2.759
C: 0.374 3.432 -3.124
N: 0.481 1.802 -5.062
O: -0.916 1.741 -5.188
H: -0.233 3.234 -7.478
H: 0.507 4.162 -6.201
H: 1.394 3.773 -7.734
H: 1.373 1.164 -8.270
H: 1.343 -0.018 -6.967
H: -0.124 0.669 -7.473
H: 3.133 1.149 -6.021
H: 3.147 2.516 -7.046
H: 4.092 3.275 -4.842
H: 2.493 3.934 -5.055
H: 2.829 2.845 -2.816
H: 2.987 1.333 -3.465
H: 0.868 0.033 -3.189
H: -0.481 0.946 -2.518
H: 1.144 1.115 -1.829
H: -0.673 3.325 -2.835
H: 0.378 4.195 -3.913
H: 0.941 3.910 -2.347
H: -1.064 0.807 -5.433
C: 2.765 -4.675 5.580
O: 2.617 -3.932 4.411
C: 3.069 -2.590 4.455
C: 2.528 -1.805 3.279
C: 2.978 -0.358 3.532
N: 1.050 -1.810 3.271
H: 1.941 -4.437 6.267
H: 3.655 -4.367 6.150
H: 2.889 -5.748 5.457
H: 2.697 -2.184 5.406
H: 4.165 -2.604 4.507
H: 2.979 -2.114 2.336
H: 4.055 -0.251 3.650
H: 2.532 -0.048 4.483
H: 2.581 0.358 2.813
H: 0.829 -1.277 4.116
H: 0.759 -2.740 3.558
C: 0.920 6.762 0.352
O: 1.346 5.464 0.713
C: 0.615 4.435 0.115
C: 0.912 3.134 0.861
C: 2.321 2.625 0.570
N: -0.076 2.110 0.438
H: -0.160 6.924 0.434
H: 1.147 6.906 -0.711
H: 1.470 7.468 0.967
H: -0.469 4.607 0.227
H: 0.677 4.297 -0.969
H: 0.732 3.369 1.913
H: 2.420 2.412 -0.498
H: 2.611 1.706 1.075
H: 3.029 3.430 0.793
H: 0.258 1.199 0.827
H: 0.034 2.102 -0.567
C: 1.129 3.062 4.839
O: 0.550 1.937 5.469
C: -0.275 1.202 4.577
C: -0.956 0.085 5.386
C: -1.971 0.640 6.386
N: 0.110 -0.687 6.052
H: 1.689 3.613 5.595
H: 0.342 3.788 4.590
H: 1.686 2.778 3.946
H: -1.056 1.849 4.161
H: 0.237 0.771 3.712
H: -1.496 -0.589 4.713
H: -2.732 1.258 5.909
H: -1.448 1.085 7.233
H: -2.551 -0.173 6.839
H: 0.876 -0.056 6.265
H: -0.290 -0.976 6.938
C: -1.403 -4.715 -2.135
O: -1.887 -3.391 -2.364
C: -1.456 -2.916 -3.626
C: -2.285 -1.729 -4.065
C: -3.787 -2.011 -3.996
N: -1.813 -1.247 -5.365
H: -1.830 -5.378 -2.893
H: -1.675 -4.973 -1.118
H: -0.323 -4.752 -2.320
H: -0.427 -2.575 -3.452
H: -1.483 -3.677 -4.416
H: -2.195 -0.904 -3.364
H: -4.456 -1.195 -4.284
H: -4.149 -2.395 -3.045
H: -4.032 -2.753 -4.771
H: -2.538 -0.565 -5.601
H: -1.993 -1.901 -6.127
C: -1.243 -4.168 3.876
O: -2.083 -3.040 3.693
C: -2.713 -3.003 2.441
C: -3.394 -1.649 2.247
C: -4.411 -1.417 3.337
N: -4.051 -1.640 0.933
H: -0.550 -3.891 4.669
H: -0.640 -4.351 2.978
H: -1.801 -5.089 4.060
H: -2.046 -3.218 1.596
H: -3.488 -3.778 2.337
H: -2.625 -0.864 2.234
H: -5.039 -0.555 3.090
H: -3.923 -1.216 4.291
H: -5.118 -2.235 3.487
H: -3.452 -1.929 0.166
H: -4.310 -0.691 0.695
C: -2.415 1.356 -1.625
O: -3.640 0.753 -1.174
H: -2.391 1.378 -2.719
H: -2.313 2.343 -1.186
H: -1.643 0.647 -1.366
H: -4.116 1.437 -0.698
C: -0.252 -1.181 0.111
O: 0.706 -0.386 0.786
H: 0.084 -1.609 -0.833
H: -0.547 -2.015 0.756
H: -1.161 -0.595 -0.026
H: 0.764 -0.728 1.696
C: 2.375 -4.026 0.367
O: 1.776 -5.283 0.141
H: 3.068 -3.758 -0.437
H: 1.645 -3.295 0.716
H: 3.101 -4.190 1.170
H: 1.296 -5.309 -0.690

Summary:
SMILES string: CC1(C)CCCC(C)(C)N1O.COC[C@H](C)N.COC[C@H](C)N.COC[C@H](C)N.COC[C@H](C)N.COC[C@H](C)N.CO.CO.CO
HOMO (eV): -7.8
Gap between HOMO and LUMO (eV): 8.42

DFT (the ωB97M-V functional and the def2-TZVPD basis) results for a cluster of 11 separate species, C32H87F2N4O24S2 in total.

Atoms and positions in Å:
N: -1.110 0.251 2.183
S: -0.966 0.872 0.821
O: -0.516 0.006 -0.251
O: -0.719 2.319 0.705
F: -2.540 0.913 0.492
S: 0.538 0.495 2.552
O: 0.857 1.871 2.881
O: 1.600 -0.369 1.977
F: 0.350 -0.204 4.021
C: -5.325 -3.731 -7.732
O: -4.762 -2.526 -7.224
C: -5.792 -1.604 -6.741
C: -6.749 -2.249 -5.727
N: -6.374 -1.830 -4.410
C: -7.315 -2.298 -3.416
C: -6.647 -2.308 -2.002
O: -6.000 -1.051 -1.764
C: -5.305 -0.985 -0.520
H: -5.436 -4.575 -7.051
H: -4.624 -4.160 -8.447
H: -6.214 -3.472 -8.306
H: -6.360 -1.190 -7.574
H: -5.224 -0.781 -6.308
H: -6.859 -3.327 -5.844
H: -7.747 -1.838 -5.881
H: -5.492 -2.220 -4.109
H: -7.574 -3.341 -3.600
H: -8.235 -1.715 -3.426
H: -5.922 -3.122 -2.012
H: -7.335 -2.493 -1.178
H: -4.822 -1.945 -0.342
H: -6.043 -0.868 0.274
H: -4.497 -0.265 -0.391
C: 7.037 -1.101 2.943
O: 6.561 -1.207 1.535
C: 5.253 -0.664 1.262
C: 4.930 0.809 1.699
N: 5.188 1.808 0.660
C: 6.662 2.051 0.526
C: 6.869 3.065 -0.647
O: 8.221 3.171 -1.107
C: 8.317 3.846 -2.355
H: 6.743 -0.214 3.505
H: 8.120 -1.130 3.064
H: 6.626 -1.973 3.452
H: 4.590 -1.347 1.792
H: 5.199 -0.825 0.185
H: 5.481 1.093 2.596
H: 3.887 0.824 2.017
H: 4.734 2.695 0.825
H: 7.235 1.134 0.392
H: 7.089 2.534 1.405
H: 6.381 4.036 -0.567
H: 6.255 2.604 -1.419
H: 8.166 4.925 -2.333
H: 7.611 3.355 -3.024
H: 9.298 3.668 -2.796
C: 1.939 -2.635 -0.473
O: 2.123 -3.711 -1.340
C: 1.153 -3.803 -2.469
C: 0.706 -5.297 -2.701
N: -0.250 -5.703 -1.657
C: -0.794 -7.047 -1.904
C: -1.740 -7.462 -0.784
O: -2.796 -6.450 -0.828
C: -3.909 -6.663 0.045
H: 2.764 -2.636 0.240
H: 1.086 -2.624 0.205
H: 1.988 -1.672 -0.980
H: 1.642 -3.348 -3.330
H: 0.208 -3.294 -2.282
H: 1.617 -5.894 -2.661
H: 0.351 -5.427 -3.724
H: -1.090 -5.144 -1.688
H: 0.002 -7.790 -1.860
H: -1.186 -7.148 -2.916
H: -1.235 -7.445 0.181
H: -2.205 -8.422 -1.008
H: -3.810 -6.523 1.122
H: -4.290 -7.661 -0.168
H: -4.672 -5.989 -0.343
C: 0.325 5.523 0.956
C: -1.228 5.633 0.565
O: -1.578 6.740 -0.263
O: 1.134 5.633 -0.198
H: 0.563 4.572 1.432
H: 0.693 6.337 1.580
H: -1.706 5.849 1.521
H: -1.709 4.687 0.317
H: -2.351 6.488 -0.773
H: 0.704 6.234 -0.811
C: 0.656 3.683 5.301
C: 0.348 3.824 6.773
O: 1.375 3.278 7.649
O: -0.316 4.167 4.374
H: 0.887 2.629 5.149
H: 1.587 4.203 5.073
H: -0.656 3.452 6.978
H: 0.302 4.899 6.953
H: 1.098 3.322 8.568
H: -0.640 3.455 3.817
C: -3.880 0.303 4.202
C: -3.047 1.481 4.595
O: -2.575 2.238 3.450
O: -2.995 -0.824 3.916
H: -4.500 0.523 3.333
H: -4.495 0.092 5.078
H: -2.256 1.262 5.312
H: -3.710 2.241 5.008
H: -2.005 1.612 2.997
H: -2.328 -0.516 3.298
C: -1.900 -2.786 0.929
C: -3.150 -3.544 1.369
O: -3.975 -2.674 2.028
O: -1.091 -2.500 2.070
H: -2.294 -1.862 0.506
H: -1.351 -3.290 0.134
H: -2.933 -4.476 1.890
H: -3.760 -3.952 0.563
H: -3.482 -2.110 2.629
H: -1.073 -1.540 2.091
C: 5.005 5.091 3.707
C: 3.758 4.474 3.092
O: 3.484 3.168 3.587
O: 6.135 4.400 3.240
H: 5.009 5.145 4.795
H: 5.096 6.135 3.405
H: 3.911 4.338 2.021
H: 2.835 5.046 3.192
H: 2.615 2.930 3.254
H: 5.959 3.483 3.464
C: 2.336 2.796 -1.384
C: 2.631 1.298 -1.333
O: 3.922 0.969 -1.678
O: 2.882 3.472 -0.317
H: 1.263 2.896 -1.218
H: 2.600 3.334 -2.295
H: 2.018 0.680 -1.990
H: 2.483 0.763 -0.395
H: 4.489 1.314 -0.984
H: 2.518 4.352 -0.197
C: -0.588 1.222 -3.374
C: -0.444 -0.306 -3.648
O: -1.505 -0.807 -4.406
O: -1.783 1.451 -2.651
H: -0.652 1.765 -4.318
H: 0.289 1.561 -2.822
H: -0.437 -0.874 -2.718
H: 0.562 -0.427 -4.049
H: -1.515 -0.444 -5.294
H: -2.463 0.860 -2.982

Summary:
HOMO (spin up / spin down) (eV): -8.5 / -8.5
Spin multiplicity: 2
⟨S²⟩: 0.756
Gap between HOMO and LUMO (spin up / spin down) (eV): 8.02 / 2.89

Values of max |F|, in order: 0.0407; 0.2291, all in hartree/bohr.